Below is a cluster of 2 separate species, C2HN2 in total in a non-equilibrium geometry, with properties calculated with the ωB97M-V functional and the def2-TZVPD basis.

Geometry (Å):
C (-0.33945, 0.01388, -0.24088)
C (2.46685, -0.22350, 1.20651)
N (4.77387, 0.31143, 1.23275)
N (3.69545, -0.05264, 1.33322)
H (0.07664, 0.55490, -1.12998)

Its energy above the lowest of the compared OMol25 structures with the same formula, charge and spin is 341.76 kJ/mol. For the energy, the calculation gives -185.57018 hartree. As for the frontier orbital gap (alpha / beta): 5.116 / 6.752 eV. The LUMO energy (alpha / beta) is -9.961 / -10.225 eV. The multiplicity is 3. The expectation value of S² is 2.12. Its net charge is +1. The value obtained for the largest force on an atom is 0.052 hartree/bohr.

natural (NBO) analysis output, partial charges in e: number 1, C, carries 0.81; number 2, C, carries 0.22; number 3, N, carries 0.24; number 4, N, carries -0.26; number 5, H, carries 0.00

***

Below is the ion C2HN2 with charge +1 in a non-equilibrium geometry, with properties calculated with the ωB97M-V functional and the def2-TZVPD basis.

Geometry (Å):
C (-0.01160, 0.35147, -2.07876)
C (0.10436, 0.83560, 0.34237)
N (0.33426, 0.48928, -3.21713)
N (-0.39063, 0.88706, -0.82411)
H (-0.78743, 1.05867, 0.71797)

Its energy above the lowest of the compared OMol25 structures with the same formula, charge and spin is 0.00 kJ/mol. For the energy, the calculation gives -185.70035 hartree. As for the frontier orbital gap (alpha / beta): 9.056 / 7.241 eV. The LUMO energy (alpha / beta) is -8.191 / -12.251 eV. The multiplicity is 3. The expectation value of S² is 2.02. Its net charge is +1. The value obtained for the largest force on an atom is 0.152 hartree/bohr.

natural (NBO) analysis output, partial charges in e: number 1, C, carries 0.58; number 2, C, carries 0.48; number 3, N, carries 0.12; number 4, N, carries -0.40; number 5, H, carries 0.21